Computed, not measured: C61H51Cl3GeMoN5O3PS4 as an isolated structure at a distorted geometry, with ωB97M-V with the def2-TZVPD basis set.

Total charge: +2
LUMO level (alpha / beta): -0.24111 / -0.23220 Eh
HOMO energy (alpha / beta): -12.4 / -12.4 eV
Spin multiplicity: 3
HOMO-LUMO gap (alpha / beta): 5.844 / 6.087 eV

Cartesian coordinates (Å):
Mo  1.018  0.305  1.021
N  -1.054  3.920  0.300
C  -2.303  3.710  -0.367
C  -2.923  4.776  -0.984
C  -4.114  4.574  -1.672
C  -4.664  3.307  -1.743
C  -4.032  2.235  -1.120
C  -2.859  2.443  -0.422
S  -2.146  1.081  0.437
N  -0.564  1.690  0.743
C  -0.240  2.948  0.692
C  1.164  3.286  1.108
C  1.665  4.565  1.143
C  2.979  4.765  1.557
C  3.740  3.674  1.919
C  3.178  2.411  1.836
N  1.919  2.216  1.437
H  -0.679  4.852  0.227
H  -2.477  5.764  -0.939
H  -4.600  5.410  -2.155
H  -5.587  3.141  -2.283
H  -4.465  1.244  -1.170
H  1.068  5.417  0.852
H  3.392  5.764  1.589
H  4.763  3.782  2.252
H  3.751  1.530  2.090
Cl  -3.089  -5.303  5.888
C  -3.153  -3.575  5.857
C  -3.540  -2.921  4.702
C  -3.567  -1.535  4.703
C  -3.213  -0.783  5.820
C  -3.219  0.720  5.690
C  -1.826  1.348  5.828
N  -0.899  0.707  4.894
C  -0.156  -0.421  5.162
C  0.491  -0.732  4.018
N  0.164  0.208  3.045
C  -0.676  1.056  3.631
O  -4.080  1.300  6.633
C  -4.630  2.558  6.237
C  -5.448  2.452  4.987
C  -5.049  2.831  3.741
Cl  -3.535  3.555  3.313
S  -6.221  2.530  2.533
C  -7.287  1.855  3.692
C  -6.758  1.877  4.940
C  -2.846  -1.481  6.969
Cl  -2.361  -0.661  8.424
C  -2.813  -2.866  6.997
H  -3.820  -3.485  3.823
H  -3.872  -1.015  3.802
H  -3.567  0.934  4.672
H  -1.437  1.221  6.834
H  -1.874  2.410  5.600
H  -0.174  -0.904  6.124
H  1.162  -1.548  3.827
H  -1.180  1.885  3.163
H  -3.847  3.311  6.116
H  -5.254  2.855  7.076
H  -8.256  1.496  3.383
H  -7.270  1.503  5.816
H  -2.520  -3.383  7.900
S  2.951  -0.974  1.752
P  2.008  -2.635  0.947
S  0.128  -2.025  0.570
C  2.056  -3.967  2.134
C  0.921  -4.276  2.881
C  0.981  -5.286  3.831
C  2.169  -5.974  4.034
C  3.301  -5.664  3.288
C  3.250  -4.664  2.332
C  2.889  -3.141  -0.525
C  2.205  -3.961  -1.425
C  2.853  -4.429  -2.555
C  4.182  -4.094  -2.779
C  4.863  -3.278  -1.887
C  4.217  -2.792  -0.756
H  -0.004  -3.739  2.712
H  0.101  -5.537  4.409
H  2.210  -6.768  4.767
H  4.221  -6.210  3.446
H  4.130  -4.437  1.742
H  1.166  -4.218  -1.254
H  2.321  -5.052  -3.262
H  4.686  -4.463  -3.663
H  5.896  -3.015  -2.069
H  4.748  -2.144  -0.071
O  1.184  2.515  -1.658
C  1.832  1.508  -1.637
O  1.484  0.478  -0.786
C  3.094  1.235  -2.385
C  3.087  -0.034  -3.246
Ge  1.778  -0.021  -4.708
C  -0.028  -0.160  -4.009
C  -1.070  0.600  -4.541
C  -2.382  0.388  -4.132
C  -2.666  -0.589  -3.189
C  -1.638  -1.345  -2.640
C  -0.329  -1.128  -3.046
C  2.006  1.637  -5.687
C  2.721  1.653  -6.887
C  2.932  2.843  -7.573
C  2.433  4.034  -7.067
C  1.724  4.036  -5.873
C  1.513  2.847  -5.188
C  2.152  -1.540  -5.843
C  3.203  -2.415  -5.571
C  3.467  -3.492  -6.409
C  2.678  -3.706  -7.529
C  1.627  -2.843  -7.813
C  1.367  -1.768  -6.974
H  3.885  1.149  -1.630
H  3.283  2.121  -2.991
H  2.954  -0.925  -2.625
H  4.069  -0.107  -3.717
H  -0.864  1.347  -5.299
H  -3.184  0.969  -4.571
H  -3.692  -0.776  -2.895
H  -1.860  -2.121  -1.917
H  0.462  -1.744  -2.628
H  3.108  0.727  -7.298
H  3.482  2.839  -8.506
H  2.593  4.960  -7.604
H  1.330  4.966  -5.480
H  0.951  2.864  -4.260
H  3.832  -2.255  -4.701
H  4.292  -4.162  -6.195
H  2.884  -4.541  -8.186
H  1.012  -3.008  -8.688
H  0.541  -1.103  -7.206

Cartesian forces (eV/Å) of the 6 atoms listed first:
Mo 0.30 -1.27 0.12
N -0.29 0.14 -0.02
C 0.25 0.01 0.12
C -0.01 0.05 -0.09
C 0.03 0.01 0.02
C -0.03 -0.04 0.02

These are the Mulliken partial charges, in e, on atoms 1 to 5: -1.1943, 0.2337, -0.1569, -0.7290, -0.8085

=====

Computed, not measured: C47H40BIN8P2Ru as an isolated structure, with ωB97M-V with the def2-TZVPD basis set.

Total charge: +2
LUMO level (alpha / beta): -0.21894 / -0.31989 Eh
HOMO energy (alpha / beta): -12.7 / -12.7 eV
Spin multiplicity: 5
HOMO-LUMO gap (alpha / beta): 6.715 / 3.969 eV

Cartesian coordinates (Å):
Ru  -0.070  -0.068  0.363
C  2.496  -2.063  -2.699
C  2.411  -1.177  -1.631
N  1.179  -0.661  -1.536
N  0.454  -1.214  -2.541
C  1.223  -2.071  -3.236
B  -1.070  -0.898  -2.656
N  -1.282  0.611  -2.311
C  -1.666  1.579  -3.143
C  -1.628  2.793  -2.469
C  -1.184  2.470  -1.201
N  -0.985  1.141  -1.099
N  -1.803  -1.736  -1.562
C  -2.749  -2.677  -1.627
C  -2.955  -3.196  -0.355
C  -2.073  -2.503  0.451
N  -1.368  -1.619  -0.279
N  -1.567  -1.144  -4.041
C  -0.912  -0.930  -5.223
C  -1.828  -1.035  -6.227
C  -3.046  -1.310  -5.564
N  -2.898  -1.365  -4.252
H  3.355  -2.621  -3.035
H  3.183  -0.882  -0.934
H  0.820  -2.623  -4.072
H  -1.959  1.350  -4.157
H  -1.891  3.765  -2.850
H  -1.025  3.119  -0.356
H  -3.215  -2.912  -2.571
H  -3.650  -3.969  -0.072
H  -1.891  -2.601  1.510
H  0.138  -0.691  -5.260
H  -1.655  -0.933  -7.286
H  -4.024  -1.470  -5.995
I  -2.368  0.664  2.210
C  -1.252  2.346  2.641
C  -1.848  3.287  3.483
C  -1.168  4.444  3.827
C  0.104  4.671  3.319
C  0.703  3.739  2.463
C  1.982  4.015  1.932
C  2.599  3.133  1.041
C  1.959  1.969  0.699
C  0.673  1.607  1.214
C  0.030  2.533  2.103
H  -2.842  3.112  3.873
H  -1.635  5.166  4.485
H  0.641  5.578  3.571
H  2.478  4.935  2.219
H  3.570  3.368  0.625
H  2.447  1.312  -0.010
C  2.927  -1.049  1.912
P  1.145  -1.473  1.895
C  1.089  -3.247  1.545
C  1.235  -4.195  2.560
C  1.253  -5.546  2.244
C  1.144  -5.959  0.922
C  1.010  -5.019  -0.091
C  0.972  -3.668  0.219
C  0.408  -1.224  3.530
C  -0.550  -2.106  4.031
C  -1.175  -1.845  5.242
C  -0.840  -0.707  5.962
C  0.120  0.171  5.470
C  0.738  -0.084  4.256
P  3.872  -0.898  3.515
C  5.512  -0.529  2.771
C  5.722  -0.004  1.499
C  7.007  0.295  1.050
C  8.098  0.067  1.867
C  7.902  -0.449  3.142
C  6.623  -0.742  3.589
C  4.089  -2.657  3.940
C  4.728  -3.578  3.105
C  4.890  -4.894  3.503
C  4.413  -5.305  4.746
C  3.781  -4.400  5.585
C  3.627  -3.075  5.184
H  3.043  -0.074  1.446
H  3.382  -1.794  1.253
H  1.347  -3.893  3.594
H  1.362  -6.275  3.036
H  1.162  -7.015  0.683
H  0.923  -5.337  -1.123
H  0.846  -2.947  -0.577
H  -0.809  -3.005  3.486
H  -1.915  -2.535  5.626
H  -1.313  -0.513  6.917
H  0.406  1.044  6.045
H  1.490  0.603  3.890
H  4.889  0.190  0.832
H  7.151  0.702  0.056
H  9.098  0.288  1.516
H  8.750  -0.624  3.791
H  6.487  -1.142  4.588
H  5.123  -3.257  2.145
H  5.394  -5.601  2.855
H  4.549  -6.332  5.064
H  3.425  -4.717  6.557
H  3.144  -2.359  5.842

Cartesian forces (eV/Å) of the 6 atoms listed first:
Ru -0.11 0.27 -0.88
C 0.01 -0.05 0.03
C 0.02 0.19 -0.03
N 0.22 -0.20 0.14
N -0.07 0.07 0.14
C -0.09 0.00 -0.06

These are the Mulliken partial charges, in e, on atoms 1 to 5: -0.7916, -1.6756, -0.2592, 0.1117, 0.2691

=====

Computed, not measured: C25H28Cl5O2V as an isolated structure at a distorted geometry, with ωB97M-V with the def2-TZVPD basis set.

LUMO level (alpha / beta): 0.01260 / 0.01735 Eh
HOMO energy (alpha / beta): -7.3 / -8.4 eV
Spin multiplicity: 3
HOMO-LUMO gap (alpha / beta): 7.670 / 8.869 eV

Cartesian coordinates (Å):
O  0.151  -0.154  -4.764
C  -0.003  1.168  -5.404
C  -0.142  0.592  -6.812
H  0.879  1.813  -5.274
H  -0.908  1.697  -5.074
C  0.018  -0.758  -6.084
H  0.680  0.858  -7.490
H  -1.138  0.741  -7.255
C  1.258  -1.519  -6.497
H  2.157  -0.909  -6.414
H  1.156  -1.889  -7.523
H  1.377  -2.383  -5.840
C  -1.219  -1.618  -6.216
H  -2.127  -1.081  -5.938
H  -1.126  -2.497  -5.573
H  -1.325  -1.965  -7.249
V  -0.437  -0.498  3.016
C  -2.437  -0.770  3.807
C  -2.178  0.632  3.961
C  -1.959  1.199  2.668
H  -2.194  1.160  4.910
C  -2.046  0.143  1.694
C  -2.378  -1.072  2.400
H  -2.589  -2.032  1.935
H  -2.751  -1.454  4.589
H  -1.831  2.260  2.435
H  -2.008  0.262  0.612
C  1.014  -2.225  4.030
C  -0.112  -2.668  3.260
C  0.120  -2.284  1.878
H  -0.901  -3.329  3.629
C  1.379  -1.574  1.830
C  1.930  -1.586  3.146
H  2.926  -1.231  3.420
H  1.178  -2.470  5.075
H  -0.470  -2.592  1.017
H  1.849  -1.202  0.919
O  1.126  0.381  -0.846
C  0.085  -0.542  -1.310
C  -0.877  0.250  -2.193
H  -0.440  -0.967  -0.427
H  0.577  -1.370  -1.835
C  -0.131  1.588  -2.397
H  -1.800  0.472  -1.654
H  -1.109  -0.257  -3.120
C  0.571  1.725  -1.063
H  -0.772  2.414  -2.709
H  0.615  1.409  -3.179
H  -0.190  1.953  -0.289
H  1.387  2.460  -0.990
Cl  -0.459  -0.601  6.823
C  0.469  0.636  6.068
C  0.498  0.716  4.685
C  1.244  1.673  4.047
Cl  1.166  1.605  2.284
C  2.018  2.617  4.750
Cl  2.955  3.764  3.900
C  1.989  2.562  6.171
Cl  2.898  3.683  7.080
C  1.215  1.571  6.836
Cl  1.172  1.492  8.547

Cartesian forces (eV/Å) of the 6 atoms listed first:
O 0.01 0.93 -1.61
C -0.06 0.35 0.10
C 0.03 -0.08 0.48
H -0.26 -0.28 0.21
H 0.32 -0.19 0.23
C -0.08 -0.33 -1.16

These are the natural (NBO) partial charges, in e, on atoms 1 to 5: -0.5578, -0.0672, -0.4642, 0.1857, 0.1812

=====

The energy above the lowest of the compared OMol25 structures with the same formula, charge and spin results, record by record, are as follows: 0.0; 0.0; 0.0 kJ/mol.